Record 1
Entry from OMol25: a structure of composition C10H20CdN2Si in a non-equilibrium geometry (ωB97M-V with the def2-TZVPD basis set).

Geometry (Å):
Cd 1.04 0.99 -1.56
C 2.27 2.62 -2.20
H 1.68 3.32 -2.82
H 2.75 3.21 -1.41
H 3.05 2.14 -2.81
H 4.28 -0.02 -1.04
H 4.04 -0.14 -0.34
C 1.05 3.46 1.19
C 0.13 2.30 1.42
C -0.76 2.19 2.49
C -1.55 1.04 2.61
C -1.41 0.01 1.69
C -0.51 0.19 0.60
N 0.22 1.34 0.50
N -0.26 -0.62 -0.44
Si -0.93 -2.25 -0.66
C -0.50 -3.24 0.87
C -2.76 -1.98 -0.95
C -0.13 -3.07 -2.13
H 2.10 3.14 1.25
H 0.89 3.90 0.20
H 0.89 4.24 1.94
H -0.85 3.01 3.21
H -2.27 0.94 3.42
H -2.01 -0.90 1.76
H -0.69 -2.69 1.80
H -1.05 -4.19 0.91
H 0.58 -3.48 0.86
H -2.90 -1.50 -1.93
H -3.32 -2.93 -0.95
H -3.20 -1.31 -0.20
H -0.27 -2.47 -3.04
H 0.95 -3.20 -1.98
H -0.58 -4.06 -2.30

The calculation puts the energy relative to the best compared isomer or geometry (same formula, charge and spin) at 26.21 kJ/mol. As for the lowest unoccupied orbital energy: 0.3 eV. The calculation puts the total energy at -26116.861 eV. The calculation puts the HOMO-LUMO gap at 7.783 eV. Its HOMO energy is -7.44 eV. The value obtained for the largest force on an atom is 1.5 eV/Å.

=====

Record 2
Entry from OMol25: a structure of composition C10H20Cl10F8MgN4O16S8 in a non-equilibrium geometry (ωB97M-V with the def2-TZVPD basis set).

Geometry (Å):
Mg -9.64 8.87 12.51
N -9.31 4.96 16.65
S -9.80 4.48 15.19
O -10.27 5.63 14.44
O -10.37 3.17 15.01
F -8.31 4.42 14.67
S -10.67 4.29 17.55
O -10.28 3.35 18.65
O -11.96 4.19 16.87
F -10.76 5.66 18.34
N -11.61 9.43 10.00
S -11.91 10.66 9.07
O -13.25 11.16 9.00
O -11.20 10.81 7.85
F -11.16 11.69 10.05
S -12.68 8.47 9.12
O -12.44 8.32 7.69
O -14.07 8.45 9.51
F -12.10 7.01 9.70
N -10.33 10.18 15.32
S -11.78 10.75 15.79
O -11.82 12.17 15.44
O -12.42 10.33 17.05
F -12.68 9.99 14.68
S -9.52 10.64 16.82
O -8.66 9.52 17.20
O -10.09 11.41 17.88
F -8.50 11.66 16.13
N -6.54 8.02 11.99
S -5.78 7.51 10.82
O -5.51 6.08 10.99
O -4.83 8.36 10.10
F -7.13 7.52 9.91
S -5.00 8.10 12.95
O -3.65 7.93 12.45
O -5.31 7.48 14.20
F -5.10 9.66 13.34
Cl -8.90 16.91 15.21
C -8.37 16.07 13.67
C -6.94 16.49 13.44
Cl -6.64 16.28 11.71
H -9.04 16.51 12.92
H -8.59 15.01 13.72
H -6.19 15.92 13.98
H -6.81 17.55 13.69
Cl -4.36 11.63 3.29
C -5.74 10.68 2.73
C -6.41 9.79 3.84
Cl -5.20 8.66 4.51
H -5.33 10.05 1.94
H -6.48 11.30 2.23
H -7.29 9.29 3.44
H -6.89 10.35 4.65
Cl -19.18 8.24 11.02
C -18.67 9.20 12.41
C -18.26 10.65 11.94
Cl -19.67 11.66 11.59
H -17.80 8.69 12.82
H -19.47 9.32 13.14
H -17.58 10.65 11.10
H -17.85 11.13 12.83
Cl -17.55 16.86 10.66
C -16.80 15.99 9.20
C -15.48 16.73 8.87
Cl -14.15 16.36 9.99
H -17.57 15.97 8.43
H -16.67 14.93 9.42
H -15.67 17.80 8.96
H -15.09 16.51 7.88
Cl -7.32 0.11 7.56
C -7.23 1.74 8.24
C -8.65 2.35 8.37
Cl -9.82 1.58 9.58
H -6.59 2.40 7.66
H -6.74 1.64 9.21
H -9.09 2.24 7.38
H -8.69 3.41 8.60

As for the lowest unoccupied orbital energy: -2.1 eV. The calculation puts the total energy at -288499.245 eV. The calculation puts the HOMO-LUMO gap at 3.132 eV. Its HOMO energy is -5.22 eV. Its total charge is -2. The value obtained for the largest force on an atom is 8.4 eV/Å.

=====

Record 3
Entry from OMol25: a cluster of 10 separate species, C10H20Cl20 in total in a non-equilibrium geometry (ωB97M-V with the def2-TZVPD basis set).

Geometry (Å):
Cl 1.44 3.60 0.88
C 0.35 2.98 2.14
Cl 0.80 1.45 2.74
H 0.36 3.74 2.93
H -0.55 2.94 1.59
Cl 0.78 -3.95 2.83
C -0.31 -2.54 2.93
Cl -1.67 -2.85 4.01
H 0.33 -1.71 3.36
H -0.63 -2.25 1.96
Cl -2.93 4.79 1.25
C -4.21 3.86 0.45
Cl -4.97 4.86 -0.81
H -3.82 2.95 -0.01
H -4.98 3.66 1.18
Cl -0.31 0.23 -3.97
C 0.24 -1.48 -4.20
Cl 1.75 -1.48 -5.08
H 0.40 -1.85 -3.19
H -0.49 -2.02 -4.83
Cl -1.93 -0.01 -0.23
C -0.21 0.05 -0.68
Cl 0.70 -1.47 -0.70
H -0.19 0.47 -1.66
H 0.29 0.72 0.04
Cl -1.56 3.19 -2.27
C -0.47 4.37 -2.97
Cl 1.23 3.84 -2.63
H -0.68 4.47 -4.01
H -0.52 5.35 -2.49
Cl -4.67 -1.17 0.97
C -4.03 -2.78 0.98
Cl -5.09 -3.79 -0.10
H -3.01 -2.74 0.57
H -4.01 -3.14 1.99
Cl -2.04 -5.78 0.71
C -0.81 -4.85 -0.13
Cl -1.36 -4.42 -1.80
H -0.70 -3.89 0.38
H 0.10 -5.41 -0.20
Cl 6.24 -1.48 3.36
C 4.95 -0.38 3.25
Cl 3.41 -1.18 3.00
H 4.83 0.09 4.20
H 5.03 0.21 2.33
Cl 4.02 -0.67 -1.89
C 4.62 0.97 -1.73
Cl 4.35 1.72 -0.15
H 5.72 1.11 -1.88
H 4.17 1.67 -2.40

The calculation puts the energy relative to the best compared isomer or geometry (same formula, charge and spin) at 87.16 kJ/mol. As for the lowest unoccupied orbital energy: 0.4 eV. The calculation puts the total energy at -261142.673 eV. The calculation puts the HOMO-LUMO gap at 11.037 eV. Its HOMO energy is -10.68 eV. Its structure (SMILES) is ClCCl.ClCCl.ClCCl.ClCCl.ClCCl.ClCCl.ClCCl.ClCCl.ClCCl.ClCCl. The value obtained for the largest force on an atom is 2.4 eV/Å.

=====

Record 4
Entry from OMol25: a structure of composition C10H20Cl2GaN2S in a non-equilibrium geometry (ωB97M-V with the def2-TZVPD basis set).

Geometry (Å):
Ga -1.09 -0.04 -0.60
Cl -1.52 1.97 0.10
Cl -1.31 -1.82 0.78
C -1.68 -0.60 -2.34
H -2.01 -1.65 -2.59
H -2.35 0.25 -2.57
C 0.83 -0.18 -1.40
C -0.12 -0.34 -2.65
H 1.06 -0.41 -0.28
C -0.13 0.86 -3.63
H 0.33 -1.22 -3.19
C 1.27 1.13 -4.19
H -0.91 0.57 -4.43
H -0.46 1.74 -3.11
C 2.19 1.26 -3.00
H 1.58 0.25 -4.82
H 1.25 2.01 -4.85
C 2.09 -0.01 -2.15
H 3.23 1.55 -3.26
H 1.83 2.12 -2.39
H 2.30 -0.92 -2.80
H 2.92 0.04 -1.38
C -1.77 -2.16 4.86
N -0.56 -1.61 4.18
C -0.34 -0.27 4.05
S 0.57 0.34 2.74
N -0.90 0.58 5.01
C -0.60 0.38 6.45
H -2.43 -1.34 5.22
H -1.45 -2.78 5.72
H -2.31 -2.80 4.14
H -0.33 -2.13 3.32
H -0.78 1.52 4.69
H 0.36 0.83 6.70
H -1.38 0.92 6.97
H -0.63 -0.66 6.72

The calculation puts the energy relative to the best compared isomer or geometry (same formula, charge and spin) at 13.47 kJ/mol. As for the lowest unoccupied orbital energy: 2.8 eV. The calculation puts the total energy at -101931.555 eV. The calculation puts the HOMO-LUMO gap at 5.373 eV. Its HOMO energy is -2.60 eV. Its total charge is -1. The value obtained for the largest force on an atom is 3.2 eV/Å.

=====

> Look up the lowest unoccupied orbital energy of the third one.

0.4 eV